DFT (ωB97M-V/def2-TZVPD) results for a cluster of 2 separate species, C3H9NO in total at a distorted geometry.

Calculated values
- 2S+1 = 1
- relative energy (zero: lowest compared OMol25 entry of this formula, charge and spin) (kJ/mol) = 246.6
- SMILES string = C=N.CCO
- electronic energy (eV) = -6792.4997

CARTESIAN COORDINATES (ANGSTROEM)
1 C -2.160 1.002 2.630
2 N -1.913 0.828 1.380
3 H -2.751 0.312 3.207
4 H -1.649 1.808 3.266
5 H -1.282 1.572 1.209
6 H 0.004 0.740 -1.842
7 C 0.876 -1.009 -1.088
8 O 0.422 -0.083 -2.084
9 C 2.371 -0.750 -0.772
10 H 0.436 -0.922 -0.143
11 H 0.554 -1.985 -1.480
12 H 2.566 0.202 -0.121
13 H 2.515 -1.613 -0.157
14 H 3.098 -0.703 -1.549

natural (NBO) population analysis, charges in e, atoms 1 to 5:
1 C -0.048
2 N -0.579
3 H 0.162
4 H 0.142
5 H 0.322